Entry from OMol25: a cluster of 3 separate species, C40H79N4O3S2 in total (ωB97M-V/def2-TZVPD).

**Total energy**: -76529.8295 eV

```
! wB97M-V def2-TZVPD RIJCOSX def2/J DEFGRID3
* xyz 0 4
C 0.69 3.05 0.16
C 1.29 2.28 -1.01
C 1.62 3.18 -2.21
C 0.49 3.26 -3.24
N -0.56 4.19 -2.82
C -1.93 3.65 -2.83
C -2.43 3.05 -4.15
C -3.78 2.35 -3.96
C -4.93 3.36 -3.97
C -6.30 2.88 -3.45
C -6.82 1.77 -4.38
C -6.27 2.30 -2.02
C -6.22 3.33 -0.85
C -7.42 3.19 0.11
C -4.95 3.08 -0.03
N -6.14 4.72 -1.39
O -4.96 5.21 -1.47
C -7.11 5.17 -2.45
C -6.52 6.42 -3.11
C -8.46 5.56 -1.85
C -7.31 4.04 -3.49
C -0.48 5.50 -3.37
S -0.52 5.85 -4.95
S -0.16 6.81 -2.16
C -1.83 7.12 -1.47
C -1.75 7.23 0.06
C -2.05 5.91 0.76
H 1.44 3.67 0.65
H 0.26 2.38 0.91
H -0.10 3.72 -0.19
H 2.19 1.76 -0.67
H 0.58 1.50 -1.32
H 2.53 2.84 -2.71
H 1.80 4.20 -1.84
H 0.89 3.55 -4.22
H 0.04 2.27 -3.35
H -1.98 2.89 -2.05
H -2.60 4.45 -2.51
H -2.53 3.82 -4.92
H -1.69 2.33 -4.53
H -3.75 1.78 -3.02
H -3.93 1.61 -4.76
H -4.62 4.26 -3.43
H -5.07 3.67 -5.01
H -6.25 0.85 -4.24
H -7.87 1.55 -4.17
H -6.73 2.06 -5.43
H -7.16 1.69 -1.91
H -5.42 1.62 -1.92
H -7.98 2.27 -0.07
H -8.11 4.02 0.04
H -7.08 3.16 1.14
H -4.80 3.86 0.72
H -5.07 2.12 0.49
H -4.06 3.01 -0.66
H -7.28 6.82 -3.79
H -5.63 6.19 -3.69
H -6.29 7.18 -2.38
H -9.04 4.71 -1.49
H -9.06 6.04 -2.63
H -8.34 6.28 -1.03
H -7.29 4.50 -4.48
H -8.31 3.61 -3.37
H -2.22 8.03 -1.92
H -2.47 6.29 -1.76
H -0.76 7.58 0.36
H -2.46 8.00 0.39
H -1.85 5.97 1.83
H -3.09 5.62 0.61
H -1.42 5.11 0.35
C 1.67 -3.89 -0.49
C 2.27 -2.48 -0.33
C 2.88 -1.99 -1.64
C 4.19 -2.70 -2.00
C 5.20 -2.59 -0.86
C 4.65 -3.10 0.48
N 3.33 -2.44 0.73
O 3.42 -1.29 1.31
C 4.54 -4.63 0.49
C 5.59 -2.71 1.62
C 1.13 -1.56 0.09
H 0.87 -3.84 -1.22
H 2.38 -4.63 -0.82
H 1.24 -4.22 0.46
H 3.08 -0.91 -1.54
H 2.15 -2.11 -2.44
H 3.99 -3.75 -2.24
H 4.61 -2.25 -2.90
H 6.10 -3.16 -1.09
H 5.49 -1.54 -0.74
H 3.89 -4.97 1.29
H 5.53 -5.05 0.67
H 4.19 -5.04 -0.45
H 5.78 -1.64 1.63
H 6.54 -3.23 1.47
H 5.18 -3.00 2.58
H 0.75 -1.83 1.08
H 0.32 -1.65 -0.63
H 1.46 -0.52 0.13
C 7.08 -7.98 4.38
C 6.51 -6.57 4.52
C 6.66 -6.04 5.96
C 5.73 -6.73 6.95
C 4.27 -6.62 6.50
C 4.04 -7.16 5.08
N 5.05 -6.52 4.16
O 4.67 -5.38 3.70
C 4.11 -8.69 5.06
C 2.65 -6.76 4.59
C 7.26 -5.67 3.55
H 8.15 -7.94 4.60
H 6.65 -8.71 5.05
H 6.96 -8.34 3.36
H 6.45 -4.97 5.95
H 7.70 -6.16 6.26
H 6.01 -7.77 7.09
H 5.84 -6.26 7.93
H 3.61 -7.16 7.18
H 3.97 -5.57 6.52
H 4.25 -9.05 4.04
H 3.17 -9.09 5.43
H 4.90 -9.10 5.68
H 2.49 -5.68 4.65
H 1.91 -7.26 5.21
H 2.50 -7.06 3.55
H 7.07 -5.97 2.52
H 8.33 -5.77 3.75
H 6.98 -4.63 3.66
*
```